Computed, not measured: the molecule C9H7BrClNS, with wB97M-V/def2-TZVPD.

```
! RIJCOSX wB97M-V def2-TZVPD def2/J DEFGRID3
* xyz 0 1
Cl -2.770 -1.815 -1.600
C -2.753 -0.608 -0.386
Br -4.129 -0.712 0.894
C -1.782 0.247 -0.261
C -1.696 1.333 0.667
C -0.558 1.852 1.081
C 0.647 1.067 0.793
C 0.664 -0.275 0.900
C 1.639 -1.120 0.261
N 2.178 -0.702 -0.841
C 2.977 -1.635 -1.442
C 2.923 -2.887 -0.831
S 1.891 -2.796 0.510
H -0.933 0.075 -0.942
H -2.685 1.685 1.080
H -0.557 2.631 1.747
H 1.418 1.649 0.148
H -0.131 -0.719 1.433
H 3.549 -1.295 -2.235
H 3.609 -3.682 -1.040
*
```

HOMO level in eV: -8.365
Energy relative to the best compared isomer or geometry (same formula, charge and spin) in kcal/mol: 21.18
SMILES: Cl/C(Br)=C/C=C\C=C\c1nccs1
Kohn-Sham gap in eV: 8.3

---

Computed, not measured: the molecule C6H10N2O, with wB97M-V/def2-TZVPD.

```
! RIJCOSX wB97M-V def2-TZVPD def2/J DEFGRID3
* xyz 0 1
H -0.332 -1.666 2.867
N -0.026 -0.887 2.172
C -0.089 -1.073 0.956
N -0.599 -2.193 0.359
C 0.273 -0.001 -0.062
C -0.114 -0.050 -1.557
O -0.702 -0.860 -2.208
C 1.543 0.797 0.066
C 0.275 1.419 0.515
C -0.331 2.632 -0.170
H -0.930 -2.101 -0.563
H -1.279 -2.812 1.023
H 0.050 0.950 -2.143
H 2.381 0.389 0.787
H 1.896 1.105 -0.973
H 0.171 1.352 1.595
H 0.259 3.517 0.220
H -1.533 2.751 -0.097
H -0.044 2.611 -1.261
*
```

HOMO level in eV: -9.317
Energy relative to the best compared isomer or geometry (same formula, charge and spin) in kcal/mol: 55.55
SMILES: [H]/N=C(\N)[C@]1(C=O)C[C@H]1C
Kohn-Sham gap in eV: 10.2

---

Computed, not measured: the ion C5H9O with charge +1, with wB97M-V/def2-TZVPD.

```
! RIJCOSX wB97M-V def2-TZVPD def2/J DEFGRID3
* xyz 1 1
C -1.129 -1.200 -0.064
C 0.224 -1.241 0.190
C -1.702 0.195 -0.036
C -0.784 1.223 0.424
C 2.024 0.283 -0.118
O 0.860 -0.123 0.641
H -1.723 -2.052 -0.399
H 0.764 -2.152 -0.314
H -2.051 0.421 -1.048
H -2.478 0.163 0.622
H -0.379 1.916 -0.280
H -0.555 1.465 1.506
H 2.025 -0.431 -0.898
H 1.898 1.261 -0.586
H 3.008 0.272 0.360
*
```

HOMO level (spin up / spin down) in eV: -14.111 / -14.111
Energy relative to the best compared isomer or geometry (same formula, charge and spin) in kcal/mol: 56.96
Kohn-Sham gap (spin up / spin down) in eV: 8.0 / 8.0

---

Computed, not measured: the molecule C20H25N3OS, with wB97M-V/def2-TZVPD.

```
! RIJCOSX wB97M-V def2-TZVPD def2/J DEFGRID3
* xyz 0 1
C -4.652 -1.100 -2.032
O -4.228 -0.176 -1.121
C -2.922 0.333 -1.038
C -1.984 -0.209 -1.854
C -0.730 0.110 -1.768
C -0.521 1.101 -0.541
N 0.792 1.757 -0.312
C 1.280 2.569 0.690
C 2.640 2.496 0.863
C 3.152 2.047 -0.596
C 3.688 0.687 -0.351
N 2.855 -0.282 0.017
C 2.850 -1.623 -0.277
S 4.286 -2.381 -1.115
N 1.854 -2.323 -0.431
C 0.717 -2.190 0.415
C -0.500 -3.020 -0.070
C -1.701 -2.423 0.481
C -1.922 -1.755 1.696
C -0.672 -1.156 2.182
C -0.790 -0.174 3.322
C 0.538 -1.265 1.483
C 1.698 1.935 -1.493
C -1.614 1.492 0.377
C -2.826 1.172 -0.116
H -5.637 -1.442 -1.969
H -4.484 -0.610 -3.222
H -4.280 -1.970 -1.937
H -2.124 -0.984 -2.590
H 0.188 -0.141 -2.270
H 0.760 2.115 1.814
H 0.700 3.458 0.500
H 3.169 1.767 1.596
H 3.019 3.499 0.946
H 3.810 2.613 -1.275
H 4.554 0.608 0.219
H 4.158 0.127 -1.448
H 1.807 0.052 0.440
H 1.807 -3.256 -0.568
H -0.447 -3.466 -0.892
H -2.624 -3.049 0.391
H -2.779 -1.510 1.853
H 0.128 0.045 3.577
H -1.285 -0.819 4.148
H -1.438 0.825 3.109
H 1.387 -0.984 1.852
H 1.852 0.859 -2.245
H 1.454 2.844 -1.975
H -1.315 2.284 0.994
H -3.671 1.510 0.537
*
```

HOMO level in eV: -7.342
Energy relative to the best compared isomer or geometry (same formula, charge and spin) in kcal/mol: 371.90
SMILES: COc1ccc(N2CC[C@@H](CNC(=S)Nc3cccc(C)c3)C2)cc1
Kohn-Sham gap in eV: 7.5

---

Computed, not measured: a cluster of 2 separate species, C5H13NO2 in total, with wB97M-V/def2-TZVPD.

```
! RIJCOSX wB97M-V def2-TZVPD def2/J DEFGRID3
* xyz 0 1
N -0.971 0.475 3.368
C -0.165 0.417 2.151
C -0.451 1.633 1.293
O 0.420 2.350 0.784
H -0.881 -0.395 3.883
H -0.647 1.213 4.022
H -0.489 -0.450 1.568
H 0.959 0.325 2.311
H -1.546 1.857 1.115
C 1.678 -1.129 -1.066
C 0.344 -1.260 -1.807
C -0.426 0.048 -1.912
O -1.579 -0.159 -2.760
H 1.562 -0.708 -0.061
H 2.152 -2.089 -0.984
H 2.356 -0.431 -1.606
H -0.286 -2.003 -1.325
H 0.523 -1.640 -2.822
H 0.199 0.836 -2.362
H -0.766 0.415 -0.921
H -1.984 0.694 -2.869
*
```

HOMO level in eV: -10.018
Energy relative to the best compared isomer or geometry (same formula, charge and spin) in kcal/mol: 45.17
SMILES: NCC=O.CCCO
Kohn-Sham gap in eV: 10.7

---

Computed, not measured: a structure of composition C29H23N5O6Ru, with wB97M-V/def2-TZVPD.

```
! RIJCOSX wB97M-V def2-TZVPD def2/J DEFGRID3
* xyz 3 2
Ru 0.029 0.036 0.684
O -2.513 3.684 0.486
C -1.621 2.759 0.671
O -1.496 1.764 -0.029
C -0.713 3.007 1.828
C -0.830 4.106 2.669
C 0.089 4.246 3.697
C 1.096 3.299 3.830
C 1.128 2.227 2.945
N 0.228 2.082 1.977
C 2.124 1.107 2.997
O 3.207 1.205 3.711
O 1.897 0.089 2.369
H -3.087 3.536 -0.284
H -1.626 4.823 2.521
H 0.027 5.075 4.389
H 1.823 3.400 4.624
H 3.352 2.033 4.188
N 1.410 -1.967 0.355
C 2.352 -1.776 -0.691
C 2.967 -2.810 -1.356
C 3.943 -2.544 -2.330
C 4.280 -1.257 -2.655
C 3.601 -0.174 -2.050
C 3.810 1.176 -2.400
C 3.029 2.159 -1.842
C 2.037 1.791 -0.929
N 1.855 0.537 -0.542
C 2.620 -0.449 -1.068
H 1.793 -1.696 1.262
H 1.082 -2.928 0.405
H 2.730 -3.836 -1.103
H 4.449 -3.371 -2.808
H 5.047 -1.050 -3.389
H 4.577 1.424 -3.124
H 3.155 3.198 -2.109
H 1.378 2.539 -0.508
O -3.281 -1.658 -6.506
C -2.432 -0.878 -5.861
O -1.791 -0.023 -6.398
C -2.277 -1.054 -4.360
C -1.067 -0.665 -3.794
C -0.900 -0.711 -2.428
C -1.941 -1.140 -1.597
C -3.163 -1.500 -2.167
C -3.325 -1.464 -3.541
N -1.703 -1.153 -0.208
C -2.368 -1.864 0.617
C -2.112 -1.750 2.035
C -3.048 -2.152 2.977
C -2.788 -1.931 4.323
C -1.564 -1.390 4.683
C -0.663 -1.052 3.682
N -0.942 -1.191 2.388
H -3.717 -2.351 -6.002
H -0.276 -0.312 -4.442
H 0.031 -0.403 -1.967
H -4.006 -1.772 -1.545
H -4.291 -1.725 -3.952
H -3.147 -2.550 0.293
H -3.968 -2.621 2.656
H -3.519 -2.193 5.076
H -1.299 -1.242 5.720
H 0.329 -0.698 3.928
*
```

HOMO level (spin up / spin down) in eV: -16.477 / -16.482
Energy relative to the best compared isomer or geometry (same formula, charge and spin) in kcal/mol: 32.02
<S²>: 1.00
Kohn-Sham gap (spin up / spin down) in eV: 5.6 / 5.7

---

Computed, not measured: a structure of composition C4H10Ag2ClO2, with wB97M-V/def2-TZVPD.

```
! RIJCOSX wB97M-V def2-TZVPD def2/J DEFGRID3
* xyz 2 2
Ag -17.071 17.285 -5.187
Ag -17.496 19.763 -7.866
Cl -19.422 18.062 -6.618
C -24.356 20.918 -9.915
O -23.595 21.731 -8.994
C -22.587 20.997 -8.296
C -21.290 20.426 -9.049
O -20.627 21.373 -9.848
C -20.056 22.550 -9.170
H -25.230 21.413 -10.336
H -24.706 19.949 -9.560
H -23.664 20.645 -10.712
H -23.028 20.290 -7.593
H -22.216 21.781 -7.635
H -21.356 19.524 -9.657
H -20.641 20.087 -8.241
H -19.265 23.093 -9.686
H -19.506 22.237 -8.283
H -20.827 23.235 -8.815
*
```

HOMO level (spin up / spin down) in eV: -17.004 / -16.997
<S²>: 0.76
Kohn-Sham gap (spin up / spin down) in eV: 8.2 / 5.7

---

Computed, not measured: a cluster of 12 separate species, C30H87ClN5O20 in total, with wB97M-V/def2-TZVPD.

```
! RIJCOSX wB97M-V def2-TZVPD def2/J DEFGRID3
* xyz -1 1
Cl -1.852 -0.368 -0.564
O -2.096 0.028 -1.917
O -2.496 0.574 0.328
O -2.483 -1.646 -0.273
O -0.456 -0.414 -0.157
O 0.943 -0.752 -3.693
H 0.530 -0.804 -2.821
H 0.496 -0.017 -4.123
O -4.301 -0.060 3.056
H -3.992 0.496 2.326
H -4.426 -0.933 2.666
O -2.115 -2.055 3.299
H -1.789 -1.622 2.499
H -2.140 -2.996 3.069
O -2.284 -4.294 1.462
H -1.960 -5.121 1.089
H -2.445 -3.726 0.694
O -5.143 -2.996 -0.248
H -5.728 -3.044 -1.027
H -4.638 -2.181 -0.361
O -4.698 2.364 1.742
H -5.330 1.648 1.603
H -4.223 2.437 0.903
C -3.470 8.682 -4.972
O -2.944 7.438 -4.575
C -3.307 7.058 -3.249
C -2.626 5.692 -3.078
N -3.057 5.023 -1.852
C -2.303 3.772 -1.660
C -0.902 3.976 -1.073
O -1.055 4.565 0.207
C 0.177 4.586 0.878
H -2.936 9.058 -5.848
H -3.314 9.536 -4.300
H -4.528 8.497 -5.176
H -4.401 7.026 -3.172
H -2.999 7.838 -2.542
H -1.549 5.905 -3.096
H -2.884 5.104 -3.958
H -2.747 5.677 -1.135
H -2.196 3.331 -2.652
H -2.771 3.077 -0.965
H -0.251 4.614 -1.678
H -0.485 2.964 -1.024
H 0.886 5.266 0.374
H 0.719 3.635 0.846
H 0.014 4.986 1.875
C 8.421 -7.971 -0.550
O 7.078 -7.826 -0.934
C 6.757 -6.444 -1.085
C 5.263 -6.301 -1.199
N 4.657 -6.617 0.104
C 3.217 -6.446 0.157
C 2.738 -5.040 -0.210
O 1.564 -4.700 0.451
C 1.147 -3.382 0.140
H 8.643 -7.444 0.389
H 9.078 -7.549 -1.316
H 8.689 -8.997 -0.305
H 7.188 -6.093 -2.034
H 7.228 -5.864 -0.291
H 4.863 -6.920 -2.009
H 5.037 -5.246 -1.360
H 4.941 -7.547 0.382
H 2.842 -6.631 1.166
H 2.705 -7.193 -0.465
H 2.729 -4.964 -1.308
H 3.518 -4.303 0.039
H 1.946 -2.643 0.264
H 0.203 -3.097 0.588
H 1.043 -3.370 -0.952
C 2.644 1.265 -0.567
O 3.973 1.456 -0.110
C 4.137 1.068 1.231
C 5.566 0.584 1.493
N 6.575 1.524 1.001
C 6.646 2.730 1.796
C 7.902 3.563 1.523
O 7.635 4.362 0.377
C 8.769 4.853 -0.294
H 2.373 0.217 -0.391
H 2.584 1.419 -1.642
H 1.973 1.905 0.012
H 3.477 0.240 1.510
H 3.944 1.941 1.864
H 5.656 -0.337 0.908
H 5.698 0.283 2.529
H 6.432 1.830 0.048
H 6.584 2.614 2.886
H 5.746 3.358 1.682
H 8.756 2.935 1.245
H 8.101 4.209 2.386
H 9.418 5.493 0.308
H 8.375 5.422 -1.137
H 9.323 4.016 -0.735
C -0.632 6.543 4.544
O -1.447 5.398 4.565
C -0.878 4.315 5.266
C -1.889 3.182 5.435
N -2.578 2.800 4.190
C -1.677 2.424 3.086
C -1.100 1.018 3.291
O -0.137 0.995 4.328
C -0.105 -0.257 4.969
H -0.205 6.776 5.528
H -1.258 7.355 4.184
H 0.231 6.356 3.889
H -0.482 4.606 6.251
H 0.027 3.976 4.746
H -2.616 3.383 6.224
H -1.364 2.326 5.863
H -3.128 3.622 3.974
H -0.869 3.164 3.056
H -2.150 2.515 2.110
H -0.588 0.872 2.331
H -1.966 0.368 3.418
H 0.030 -1.066 4.242
H -1.007 -0.488 5.542
H 0.756 -0.292 5.638
C -1.384 -4.260 -2.369
O -2.326 -5.200 -1.835
C -2.959 -5.986 -2.792
C -3.900 -5.254 -3.745
N -5.093 -4.759 -3.090
C -5.867 -3.896 -3.981
C -7.166 -3.439 -3.361
O -6.933 -2.482 -2.357
C -8.082 -1.688 -2.068
H -1.908 -3.311 -2.443
H -0.903 -4.565 -3.304
H -0.537 -4.231 -1.692
H -3.616 -6.651 -2.216
H -2.323 -6.692 -3.341
H -4.142 -5.847 -4.630
H -3.329 -4.413 -4.181
H -4.891 -4.225 -2.251
H -5.922 -4.330 -4.981
H -5.299 -2.974 -4.206
H -7.700 -4.284 -2.904
H -7.859 -3.162 -4.167
H -8.354 -1.188 -3.002
H -7.839 -0.888 -1.374
H -8.863 -2.351 -1.694
*
```

HOMO level in eV: -5.701
Energy relative to the best compared isomer or geometry (same formula, charge and spin) in kcal/mol: 0.00
Kohn-Sham gap in eV: 7.9

---

| no. | F_max (Eh/bohr) |
| --- | --- |
| 1 | 0.06446 |
| 2 | 0.08867 |
| 3 | 0.08533 |
| 4 | 0.29683 |
| 5 | 0.05431 |
| 6 | 0.07257 |
| 7 | 0.05126 |
| 8 | 0.05992 |